Entry from OMol25: a molecular structure, C20H41Cu2O19 in a non-equilibrium geometry (the ωB97M-V functional and the def2-TZVPD basis).

```
82
Properties=species:S:1:pos:R:3:forces:R:3
Cu -1.4181 -0.0729 -3.1394 1.08 0.09 -0.06
Cu -3.6320 1.3475 -1.1589 0.16 0.82 1.20
O -3.8575 -2.2806 -3.4846 3.77 0.14 2.97
O 0.3470 3.1684 4.6240 1.18 -0.36 -0.30
O 2.2233 -3.2741 6.0160 -0.06 -0.87 -4.27
O -4.0471 3.3599 0.0628 1.58 -0.19 1.23
O 3.9809 -2.4718 -2.3461 -0.64 1.15 -0.46
O -6.0778 -2.7511 -3.7084 2.41 0.70 -0.10
O -3.5400 4.8601 1.7663 0.89 -2.34 -1.56
O 1.5859 1.3139 4.8910 0.97 -0.26 -0.93
O -4.6232 -2.2528 -5.3819 0.20 -0.17 -3.21
O 3.1073 -4.6680 4.3959 -0.28 0.39 0.47
O 0.2534 0.6854 -4.4825 -0.81 1.04 0.83
O 5.8651 -1.9416 -3.3517 1.12 0.98 -0.92
O -2.9811 2.6659 1.9520 -0.68 1.11 -1.85
O 2.1457 2.7431 3.2677 0.44 -1.13 1.63
O 1.0915 2.5998 -3.4371 0.28 -0.19 -1.10
O 1.5391 -3.4558 3.7864 -1.03 1.12 -0.45
O -1.5821 0.0566 -0.8262 0.87 -0.65 0.12
O 5.8364 -3.5634 -1.7058 -0.71 2.56 -2.11
O 0.7991 2.6339 -5.5821 -0.19 -0.70 1.39
C -0.3708 0.7328 1.2570 -0.59 -0.56 0.96
C 1.8466 3.7786 2.3546 -2.05 0.70 0.39
C -4.4616 5.8175 1.2367 -1.45 0.56 0.29
C 0.6682 1.8587 -4.5081 0.50 1.27 0.30
C 0.6606 0.7660 5.8087 -0.64 0.45 2.23
C 2.2958 -3.7038 4.8330 0.64 -0.85 4.51
C 5.3119 -2.6993 -2.4450 0.82 -3.45 3.57
C 3.1978 -2.9400 -1.2197 1.34 -0.61 -0.02
C 0.5798 -2.4256 3.8293 -0.61 0.92 -0.69
C 3.7272 -5.6389 5.2538 0.34 0.21 0.30
C -0.5940 -0.2895 0.1444 0.43 2.44 0.17
C -3.5219 3.6461 1.1676 -0.71 -0.27 1.27
C -3.7887 -2.1250 -2.0511 -1.70 0.48 -0.59
C 7.3566 -1.6943 -3.3714 -0.66 -0.66 1.52
C 0.1768 2.2151 -6.8108 -0.82 -1.29 0.03
C 1.3190 2.4845 4.3480 -1.97 1.24 -1.57
C -4.9604 -2.4556 -4.1261 -4.82 -1.36 -1.35
C 0.8797 2.1530 -2.1004 -1.67 -1.32 -0.73
C -5.4849 -2.6960 -6.5127 -1.99 -0.67 0.85
C -2.7416 2.8467 3.3609 0.04 0.08 1.05
H 0.3651 2.9403 -7.6024 0.45 -0.24 0.37
H -5.4387 -3.7489 -6.7909 0.68 -0.33 1.09
H -0.3333 -2.7567 3.3348 -0.07 -0.59 0.33
H -2.8260 -2.3291 -1.5825 0.08 -0.31 -0.79
H -0.0100 1.5186 6.2234 -0.03 0.22 -0.47
H -4.3236 6.7456 1.7914 0.10 -0.32 0.13
H 0.4174 -0.3111 -0.2614 0.04 -0.58 -1.47
H -4.4509 6.0721 0.1768 0.70 -0.59 -0.05
H -6.5178 -2.5312 -6.2058 0.05 0.01 0.13
H 3.0421 -6.4260 5.5690 -0.21 -0.23 -0.90
H 2.8212 -3.9438 -1.4161 -0.22 0.17 -0.19
H -0.9502 0.3898 2.1141 -0.34 0.68 0.17
H 0.6508 0.6894 1.6346 0.29 -0.31 -0.29
H -2.3784 1.8992 3.7588 0.30 -0.01 -0.53
H 7.7263 -1.9564 -2.3800 -0.09 -0.09 0.01
H 1.2657 3.3415 1.5425 0.70 -0.25 -0.67
H -0.9009 2.1156 -6.6809 -0.16 0.53 0.26
H 7.9248 -2.3059 -4.0722 -0.74 0.02 -0.31
H 1.1192 1.0911 -2.0443 0.47 0.08 0.34
H 7.5405 -0.6270 -3.4944 -0.53 -0.18 -0.39
H 4.5405 -5.9232 4.5861 0.00 -0.71 0.70
H 3.7939 -3.0316 -0.3118 0.30 0.11 -0.16
H 2.4073 -2.2213 -1.0036 -0.02 0.03 -0.51
H -0.6826 -1.2869 0.5749 -0.66 -0.52 -0.43
H -4.0492 -1.0710 -1.9538 0.11 0.76 0.66
H 1.1967 0.4377 6.6992 0.38 -0.25 -0.35
H -0.5203 1.7875 1.0256 -0.49 -0.22 -0.24
H -0.2015 2.2288 -1.9852 -0.54 -0.14 0.38
H -5.4347 -2.2875 -7.5220 1.28 1.40 0.67
H -3.6610 2.9963 3.9272 -0.19 0.43 -0.43
H 0.8949 -1.6120 3.1759 0.54 0.25 0.10
H -4.5900 -2.6329 -1.5144 0.07 -0.38 -0.24
H -5.4300 5.3742 1.4685 -0.25 0.51 -0.12
H -2.0149 3.6281 3.5832 -0.10 -0.05 -0.23
H 1.0697 4.4397 2.7386 0.26 0.25 0.65
H 0.4502 1.1778 -7.0042 0.63 0.30 -0.53
H 0.0445 -0.0708 5.4797 0.41 0.16 -0.77
H 0.3242 -1.9832 4.7922 0.42 -0.63 0.19
H 1.2564 2.7455 -1.2666 0.86 0.27 -0.88
H 4.0721 -5.3111 6.2345 0.32 0.93 -0.37
H 2.6790 4.4154 2.0550 0.26 -0.73 0.11
```
Positions in Å, forces in eV/Å.

Output
net charge: +2
F_max: 5.19 eV Å⁻¹
multiplicity: 2
Kohn-Sham gap (spin up / spin down): 5.19 / 3.33 eV
E: -149563.2815 eV
highest occupied orbital energy (spin up / spin down): -13.712 / -13.712 eV

Mulliken population analysis, charges in e, atoms 1 to 2: number 1, Cu, carries 0.626; number 2, Cu, carries 0.695